{"formula": "C10H18NS", "method": "ωB97M-V/def2-TZVPD", "elements": ["C", "C", "C", "C", "C", "C", "C", "C", "C", "C", "N", "S", "H", "H", "H", "H", "H", "H", "H", "H", "H", "H", "H", "H", "H", "H", "H", "H", "H", "H"], "coordinates": [[1.940, 2.312, 0.253], [0.995, 2.785, -0.809], [2.951, -1.396, 0.811], [2.573, -2.344, -0.373], [-0.377, 1.127, 1.025], [-1.093, -0.137, 1.017], [0.775, 1.454, -0.138], [1.864, -1.063, -0.145], [-2.156, -1.927, -0.474], [-2.803, 0.335, -0.726], [-1.697, -0.524, -0.309], [1.167, 0.024, -1.265], [2.850, 2.162, -0.186], [1.815, 2.621, 1.297], [0.369, 3.496, -0.438], [1.192, 2.752, -1.913], [2.511, -1.589, 1.716], [3.815, -0.792, 0.722], [3.212, -2.500, -1.337], [2.002, -3.208, -0.203], [-1.139, 1.875, 0.884], [0.248, 1.086, 1.870], [-0.805, -1.089, 1.344], [-1.626, -2.760, -0.109], [-3.088, -1.933, -0.088], [-2.348, -2.237, -1.484], [-2.781, 0.466, -1.703], [-3.689, -0.037, -0.229], [-2.561, 1.291, -0.365], [-1.037, -0.294, -1.099]], "forces_ev_per_a": [[-2.13, -0.06, 0.57], [-0.12, -1.60, -0.65], [-0.88, 0.22, -3.32], [1.07, 1.34, -1.47], [1.06, -0.26, -2.32], [-0.30, -1.29, -2.93], [-0.31, -2.27, -0.97], [-0.60, -0.49, -1.30], [0.98, 0.10, -1.21], [-0.42, -0.10, 4.51], [0.60, 0.14, -1.11], [0.59, 0.93, 1.41], [2.57, -1.00, -0.14], [0.53, 0.61, -0.66], [-1.95, 2.21, 0.28], [0.23, 0.33, 1.45], [-0.19, -0.79, 2.43], [0.97, 0.26, 0.27], [-0.81, 0.71, 2.06], [-0.50, -1.19, 0.68], [0.18, 1.04, 0.72], [0.07, 0.80, 1.64], [0.94, -0.70, 1.69], [1.47, -0.23, 1.13], [-2.97, -0.32, 1.79], [0.32, 0.74, -1.04], [-0.66, -0.17, -4.74], [-0.47, 0.28, -0.49], [-0.07, 1.43, 0.75], [0.82, -0.65, 0.98]], "e_above_lowest_kj_mol": 614.6, "total_charge": 1, "homo_lumo_gap_ev": [9.565, 5.909], "energy_ha": -844.24637, "homo_energy_ha": [-0.4707, -0.3912]}

---

{"formula": "C15H17N3O3S2", "method": "ωB97M-V/def2-TZVPD", "elements": ["C", "C", "C", "H", "H", "S", "C", "N", "N", "C", "N", "C", "O", "C", "C", "C", "C", "C", "C", "C", "H", "O", "C", "H", "H", "H", "O", "C", "H", "H", "H", "H", "H", "H", "H", "H", "S", "H", "H", "H"], "coordinates": [[3.444, 0.576, 1.956], [3.658, -0.424, 1.121], [4.151, -0.251, -0.272], [5.080, -0.802, -0.427], [4.294, 0.797, -0.536], [3.004, -1.003, -1.501], [1.733, 0.160, -1.584], [0.682, -0.045, -2.300], [-0.203, 0.930, -2.253], [0.119, 1.909, -1.485], [-0.631, 3.040, -1.303], [-1.142, 3.538, -0.118], [-1.816, 4.536, -0.135], [-0.814, 2.753, 1.135], [-1.057, 1.278, 0.946], [-0.128, 0.334, 1.354], [-0.320, -1.004, 1.062], [-1.438, -1.447, 0.367], [-2.410, -0.500, -0.014], [-2.200, 0.839, 0.296], [-2.955, 1.541, -0.022], [-3.582, -0.750, -0.655], [-3.739, -1.916, -1.436], [-3.833, -2.810, -0.817], [-2.908, -2.041, -2.133], [-4.662, -1.760, -1.995], [-1.645, -2.762, 0.049], [-0.580, -3.667, 0.211], [0.317, -3.328, -0.319], [-0.925, -4.603, -0.227], [-0.345, -3.832, 1.267], [0.430, -1.711, 1.381], [0.766, 0.636, 1.879], [0.230, 2.931, 1.407], [-1.442, 3.155, 1.933], [-1.059, 3.426, -2.137], [1.721, 1.715, -0.750], [3.478, -1.448, 1.418], [3.107, 0.409, 2.965], [3.618, 1.601, 1.671]], "forces_ev_per_a": [[0.08, -0.02, 0.13], [0.06, -0.03, 0.01], [-0.47, -0.17, -0.41], [0.01, 0.09, -0.07], [0.19, -0.01, 0.02], [0.61, -0.34, 0.13], [0.08, 1.03, 0.64], [1.05, -1.30, -0.26], [-1.42, 1.18, -0.04], [1.35, -0.44, 0.31], [-0.44, 0.60, -0.52], [0.22, -0.11, 0.11], [-0.23, 0.21, 0.09], [-0.19, -0.02, 0.17], [-0.11, -0.28, 0.26], [-0.21, 0.07, 0.07], [-0.02, -0.13, 0.02], [-0.09, -0.03, -0.07], [0.08, 0.14, 0.07], [0.07, -0.28, 0.15], [-0.13, 0.08, -0.12], [0.08, 0.13, 0.33], [-0.17, -0.35, -0.30], [-0.01, 0.11, -0.10], [-0.04, 0.00, 0.02], [0.07, -0.03, 0.00], [-0.26, 0.40, 0.04], [0.16, -0.15, 0.02], [-0.02, 0.01, 0.03], [0.07, 0.03, 0.05], [0.01, 0.02, -0.05], [0.06, -0.12, 0.00], [0.05, 0.02, -0.01], [-0.03, 0.02, 0.04], [0.11, 0.09, -0.11], [0.06, 0.00, 0.15], [-0.55, -0.45, -0.99], [-0.04, -0.11, 0.12], [-0.08, -0.08, 0.19], [0.05, 0.20, -0.10]], "smiles": "C=CCSc1nnc(NC(=O)Cc2ccc(OC)c(OC)c2)s1", "e_above_lowest_kj_mol": 335.6, "homo_lumo_gap_ev": 8.318, "energy_ha": -1768.08951, "homo_energy_ha": -0.2945}

---

{"formula": "C17H15N5OS2Ti", "method": "ωB97M-V/def2-TZVPD", "elements": ["Ti", "C", "S", "C", "S", "N", "N", "C", "C", "C", "C", "C", "C", "N", "H", "H", "H", "H", "H", "H", "H", "H", "O", "C", "C", "C", "C", "C", "C", "C", "N", "C", "C", "N", "H", "H", "H", "H", "H", "H", "H"], "coordinates": [[-0.669, -0.129, 0.290], [0.269, -4.615, 2.639], [-1.333, -3.949, 3.164], [-1.231, -2.363, 2.413], [-1.322, -2.300, 0.628], [-1.198, -1.320, 3.154], [-1.249, -0.166, 2.360], [-2.150, 0.690, 2.657], [-2.325, 1.835, 1.750], [-3.189, 2.869, 2.022], [-3.278, 3.911, 1.096], [-2.519, 3.860, -0.058], [-1.702, 2.759, -0.283], [-1.604, 1.763, 0.601], [0.319, -5.606, 3.086], [1.078, -4.008, 3.036], [0.335, -4.716, 1.558], [-2.778, 0.554, 3.534], [-3.772, 2.873, 2.933], [-3.941, 4.746, 1.282], [-2.559, 4.649, -0.795], [-1.122, 2.663, -1.191], [-0.545, -0.189, -1.465], [0.349, -0.243, -2.498], [-0.096, -0.292, -3.803], [0.852, -0.326, -4.816], [2.209, -0.310, -4.518], [2.636, -0.260, -3.203], [1.708, -0.225, -2.158], [2.125, -0.166, -0.762], [1.335, -0.144, 0.333], [2.164, -0.095, 1.451], [3.445, -0.082, 1.029], [3.396, -0.125, -0.348], [-1.155, -0.313, -4.017], [0.527, -0.369, -5.847], [2.937, -0.340, -5.315], [3.700, -0.253, -3.008], [1.772, -0.084, 2.454], [4.376, -0.049, 1.567], [4.203, -0.132, -0.953]], "forces_ev_per_a": [[0.16, -0.42, -0.60], [-0.04, -0.09, -0.11], [0.06, 0.18, 0.10], [0.01, -0.26, 0.11], [0.26, 0.15, 0.04], [-0.11, 0.20, -0.27], [-0.30, -0.10, 0.11], [0.16, 0.22, 0.12], [-0.09, -0.13, 0.21], [0.14, 0.10, -0.11], [-0.03, -0.03, 0.04], [0.04, -0.02, -0.04], [-0.01, 0.02, -0.02], [-0.20, -0.12, 0.15], [-0.01, 0.00, 0.00], [0.00, 0.00, 0.00], [-0.01, 0.02, 0.00], [-0.01, 0.03, 0.00], [0.01, 0.00, 0.01], [0.01, 0.01, -0.01], [-0.01, 0.01, 0.00], [-0.01, 0.00, 0.00], [-0.05, 0.17, 0.20], [-0.04, 0.05, 0.25], [0.19, -0.05, -0.06], [-0.08, -0.01, -0.02], [0.04, 0.00, 0.03], [-0.06, -0.01, -0.02], [0.03, 0.00, -0.16], [0.05, 0.03, -0.05], [-0.06, 0.12, -0.06], [0.02, -0.04, 0.06], [0.00, 0.00, 0.00], [-0.07, -0.03, 0.01], [-0.01, 0.01, 0.04], [0.00, 0.00, 0.00], [0.00, 0.00, 0.00], [0.01, 0.00, 0.01], [0.01, 0.01, 0.00], [-0.01, 0.00, 0.03], [0.00, 0.00, 0.00]], "e_above_lowest_kj_mol": 41.6, "total_charge": 2, "homo_lumo_gap_ev": 6.293, "energy_ha": -2651.24537, "homo_energy_ha": -0.5299}